1.
A 12-piece molecular cluster, C28H80N6O12 overall at a distorted geometry, computed with the ωB97M-V functional and the def2-TZVPD basis.

The geometry in XYZ format:
```
126
Properties=species:S:1:pos:R:3:lowdin_charge:R:1
H 4.5300 -1.5230 0.3596 0.121
H 5.9164 -0.1990 -1.7588 0.049
H 1.2044 2.8440 4.0043 0.093
H -3.4664 -1.6871 -5.8630 0.085
H -4.3419 3.3149 2.6202 0.067
H -2.1200 3.8771 -3.8736 0.131
H -1.5418 1.6869 1.5028 0.039
H -1.3893 -3.4781 3.4298 0.095
H -1.1362 -3.5665 1.7307 0.045
H 2.6995 3.5859 -2.9609 0.150
O -3.9598 -0.8989 -1.5073 -0.145
O 4.1415 -3.7673 1.4256 -0.109
C -2.3057 2.3939 -2.3263 0.003
C -0.6546 -6.0475 2.8967 -0.002
H 1.0534 -1.0931 2.9542 0.073
C -1.9760 -5.3588 2.5328 -0.649
H -0.7653 -5.2748 0.5587 0.105
C 4.0338 0.4350 0.9640 -0.049
H 3.4730 4.2957 1.0298 0.057
H -2.3506 -0.3054 3.0197 0.116
H -2.6165 4.2450 0.1109 0.117
H 4.5741 4.8276 2.2549 0.069
H -3.2147 -2.3353 -4.3064 0.089
H 2.8769 2.1945 3.6287 0.098
H -2.7092 -3.3046 2.1697 0.091
H 2.7137 -1.0818 -0.4380 0.075
C 2.0039 2.8629 -1.1189 0.008
H -0.4463 -6.2314 3.9359 0.087
C -1.2521 2.7276 1.6886 -0.009
C -3.5849 2.6240 -4.6139 0.000
H -2.1504 -1.7770 -0.2264 0.071
H -1.4254 2.6832 -1.7140 0.087
N 2.9031 -3.6762 -0.6285 0.161
H -0.7141 -1.5672 4.2099 0.106
H 1.3635 0.6458 0.2877 0.029
H 2.1411 -4.7768 2.0580 0.122
H -4.5525 1.4023 -0.2691 0.109
H 0.7958 1.2670 -3.3937 0.055
H -3.1654 1.4982 0.6616 0.059
H 0.1543 -5.6645 2.3413 0.017
H -3.9863 1.5870 -4.5321 0.093
N -3.7387 0.9208 0.0552 0.175
C -2.6314 -1.9068 -5.1522 -0.041
H 4.4088 3.1955 1.9526 0.054
H 1.7743 2.1080 -4.5301 0.099
O 0.8878 3.8485 -3.1063 0.009
H -1.3729 1.0033 -4.9841 0.056
O -1.2721 2.3720 -4.2548 -0.003
C -3.4117 -0.3037 -0.3733 -0.590
H 1.0814 3.9813 -4.0369 0.131
H -2.2213 4.7153 2.0841 0.132
H -2.2169 1.3170 -2.3001 0.067
C 3.0746 -4.0781 0.6356 -0.643
C 3.8307 4.0938 2.0316 -0.019
H 2.4293 3.6877 -0.6898 0.030
O -1.4462 -0.5130 2.7925 -0.014
H 1.6997 5.0882 1.7961 0.130
O 0.8225 -1.2580 0.1881 -0.098
H -3.6661 2.9589 -5.6478 0.088
C 1.7567 3.0749 -2.6223 -0.572
N 0.5173 -4.1453 -2.0736 0.156
H 6.2597 0.7190 -0.4858 0.089
H 0.6077 0.4317 2.7795 0.066
H -0.0533 -1.2632 -3.9013 0.098
H 1.0601 2.6780 -0.5700 0.067
H 1.7478 2.3837 2.3972 0.037
H 1.2020 -4.9895 0.4651 0.063
H 0.3629 0.2855 -1.2852 0.122
H -3.2729 3.9986 3.7337 0.079
C -1.9813 -0.6271 -4.6565 -0.678
O -1.0378 -3.0486 -0.7551 -0.115
O 3.4443 -0.6318 -0.9046 -0.015
H 0.2102 -1.8000 -0.2244 -0.023
O 1.9428 5.1158 2.7457 0.010
H -0.8486 -0.0958 -3.1047 0.008
N 2.0743 -4.7570 1.0416 0.148
H 3.5811 -3.0020 -0.9433 0.090
C 2.7182 4.2151 3.1168 -0.624
H -3.4837 -5.2785 1.5083 0.185
H 2.5060 1.1752 -3.2841 0.070
H -3.1244 2.2893 3.2370 0.084
H 1.2930 -0.0982 4.3426 0.089
C -3.3375 3.3412 2.8981 -0.026
H 4.8197 0.3778 1.7386 0.103
H 6.4752 -1.1516 -0.4997 0.060
C -1.8230 -3.8554 2.4717 -0.044
C -1.0665 -1.0307 -3.5270 -0.047
H 1.1557 -4.9122 -2.5161 0.203
H 2.5791 2.0028 -0.9521 0.044
H -1.8999 -2.5700 -5.6112 0.073
O -3.1164 3.7520 0.7288 0.056
H -0.5703 2.7620 -3.8011 0.046
H -1.5044 -1.6966 -2.7558 0.076
O -2.5236 -5.5728 1.4470 -0.008
H -2.7264 -5.5154 3.2913 0.137
H 3.0934 4.5637 4.1139 0.162
C -2.3112 2.8404 -3.7925 -0.581
H -0.4968 3.0205 0.9668 0.060
H -2.8222 -0.0793 -4.3140 0.102
N -0.2164 -5.2313 -0.3317 0.167
H -0.8461 2.7376 2.6790 0.054
H -0.2500 0.6298 0.4807 0.058
H 3.9523 1.4500 0.6068 0.053
H -2.4087 -0.0016 5.1755 0.100
C 4.4130 -0.5051 -0.1217 -0.626
H -1.3092 1.3937 4.6978 0.053
N -2.4731 -0.9267 0.2410 0.194
C 0.6225 -0.3355 3.5543 -0.020
H -0.6956 -7.0629 2.4140 0.105
H 0.1236 -6.1534 -0.6622 0.176
H -2.1526 -0.7433 1.1774 0.063
O -1.4554 0.1540 -5.4774 0.025
H 3.0763 0.2098 1.4377 0.071
C -0.2435 -4.1646 -1.0427 -0.574
H 2.0770 -3.8576 -1.2593 0.068
H -0.8021 0.2296 5.8227 0.099
H -4.3240 3.2569 -4.1996 0.061
C 5.8626 -0.3103 -0.7052 -0.006
C -2.4789 3.7479 1.7502 -0.643
C -0.7923 -0.5899 3.8458 -0.651
H -3.1235 2.7195 -1.7151 0.055
C 2.0639 2.8802 3.2805 -0.069
C 1.7129 1.8306 -3.4796 -0.020
C 0.5401 0.0936 -0.1329 -0.142
H 0.3330 -3.3284 -2.6670 0.131
C -1.3976 0.3561 4.8823 -0.010
```

As for the SMILES: NC(N)=O.NC(N)=O.NC(N)=O.CC(C)O.CC(C)O.CC(C)O.CC(C)O.CC(C)O.CC(C)O.CC(C)O.CC(C)O.CO. As for the net charge: 0. Its LUMO energy is -0.122 eV. The value obtained for the frontier orbital gap is 8.32 eV. The value obtained for the total energy is -2345.76291 Ha.


2.
C44H76F30N9O24S10 as an isolated structure at a distorted geometry, computed with the ωB97M-V functional and the def2-TZVPD basis.

The geometry in XYZ format:
```
193
Properties=species:S:1:pos:R:3:lowdin_charge:R:1
O 2.1787 1.3144 -2.9455 -0.297
H -3.1330 -2.0398 7.8289 0.128
F 6.6900 2.9141 -0.8431 0.084
H -0.6097 -6.0439 3.8519 0.110
C 0.4662 -1.9852 -0.0484 -0.109
O 1.4430 -2.7292 3.5460 -0.330
C 4.4569 -0.7061 6.7995 -0.672
O -3.1002 2.2681 1.2589 -0.283
H 1.4774 7.5458 1.6317 0.103
S 1.1539 -3.6139 -4.3894 0.597
H 3.7948 9.0348 -0.6621 0.071
S -5.8398 -6.4808 -1.8086 0.599
F -4.8539 -1.4676 -0.4963 0.114
N -1.1548 0.3194 -5.0598 -0.210
C 3.3406 6.9372 -0.2538 -0.176
O -1.3810 0.0540 2.2509 0.223
C -0.0853 -5.5901 4.7073 0.020
F 5.3432 -0.1975 -4.1946 0.135
H -0.4152 4.9054 -5.5950 0.105
H -0.2848 -2.7427 5.3143 0.099
H -2.9029 0.0969 -3.0974 0.081
S 2.7843 -2.7491 4.1696 0.620
C 6.3846 2.9603 -2.1869 -0.604
F 5.2863 -3.3906 3.6025 0.124
F 5.0737 -4.8129 -3.5710 0.116
O 4.5814 4.6749 -2.7870 -0.322
H 0.8209 -6.1430 4.8277 0.101
O -5.2287 -7.3954 -0.8934 -0.276
H 3.8090 5.9963 -0.5369 0.114
C 0.1096 -3.5364 7.2454 -0.144
F 0.0527 -5.7503 -5.3612 0.167
C 4.1644 -0.2646 -3.5840 -0.644
O 1.8334 -0.8891 6.2992 -0.317
H 0.7403 -0.3973 -1.4906 0.103
H -0.6561 -1.6908 6.6830 0.105
H 1.1347 -3.3715 6.8413 0.106
H -0.6043 -0.4402 -3.1655 0.066
C 1.3206 -0.9078 -0.6853 -0.180
C -1.6527 -6.9783 6.1991 0.001
F 3.5751 -1.3863 -4.1054 0.113
H 3.2971 8.2050 -2.0190 0.083
H -0.0580 -3.2189 8.2538 0.111
H 2.5346 -0.3620 1.0780 0.130
S -4.5742 -4.0808 -1.2500 0.549
H -1.0588 3.2022 -6.6348 0.155
S 3.2003 1.3008 -3.9334 0.612
F 6.8033 1.8559 -2.7761 0.137
C -7.6633 -6.7951 -1.5243 -0.638
C -1.4884 -2.5615 1.5358 -0.002
C 1.0712 7.6162 0.6668 -0.163
H -2.3414 -2.1310 4.2955 0.067
F 7.1190 4.0111 -2.6453 0.090
N 4.3560 2.4325 -3.8487 -0.282
C 1.7842 0.0205 0.3738 -0.089
F -5.4954 1.6227 -0.0173 0.116
H -3.4138 -1.3782 5.5280 0.120
H -2.3536 -2.0596 2.0137 0.082
N -0.6040 -0.2534 1.4897 0.001
C -0.9766 -5.5670 5.9808 -0.402
O -3.9472 -3.7958 -2.5447 -0.311
F 4.0682 -6.7254 -3.1690 0.118
F -8.5031 -6.2255 -2.3958 0.125
H -0.6967 1.3308 -0.5601 0.087
C -2.9311 -3.1229 7.5347 0.008
H 1.9197 1.9182 2.3147 0.096
N -2.1734 -4.5915 5.6293 0.043
C -0.2512 -4.9946 7.1497 -0.160
H -0.9251 2.2439 0.8884 0.061
H -3.9174 0.7841 -4.4322 0.096
F 3.7750 -4.7186 2.6629 0.058
F 4.3143 -0.3720 -2.2915 0.169
H -0.9694 8.2777 1.1589 0.104
F 4.5117 -1.9697 7.2998 0.120
C 0.5919 0.7234 1.1301 -0.342
H 1.0382 -2.5008 0.7289 0.117
C 0.4223 4.4220 -5.0145 -0.098
C 1.0268 1.2627 2.5236 0.003
C 3.8362 8.0486 -1.0797 -0.066
H 0.5145 5.8256 -1.5775 0.054
H 3.6804 7.0099 0.7878 0.126
H -1.3641 1.1888 -3.0498 0.089
H 3.5035 3.8910 3.2432 0.086
C -3.0115 -2.3396 5.1188 -0.003
F -6.3673 -2.7523 0.1877 0.128
H 0.4543 2.4400 -0.1604 0.097
F 5.2103 -5.6895 -1.6052 0.160
H 0.1957 1.7638 3.0717 0.108
H -2.6945 -0.7469 -6.0290 0.128
H -2.7942 -0.7944 -0.0102 0.086
H 1.3778 0.4723 3.1486 0.049
S -2.3074 4.2529 -1.8354 0.593
C 1.2947 6.5733 -1.5996 0.022
H -0.7861 7.3591 -0.4091 0.067
H 4.7663 5.2055 3.4047 0.103
H -2.0360 1.2620 -6.6069 0.149
H 1.4459 4.6971 -5.4228 0.112
H -2.0573 -2.1115 -1.0751 0.111
H -0.8346 -5.2956 8.0239 0.111
H 0.8644 0.4135 -5.7142 0.102
H 2.4833 4.6033 -0.2257 0.136
F 4.3682 0.0789 7.8963 0.115
C -2.2103 -3.1091 6.1740 -0.403
F -3.4474 6.4493 -1.1520 0.172
O -5.6279 -6.5948 -3.1812 -0.242
O 3.0534 -3.5590 5.3474 -0.311
F -0.8117 -5.0529 -3.4965 0.162
C -0.4655 7.3953 0.6594 -0.038
C -5.4498 2.8881 0.4325 -0.684
O 2.2084 -5.6183 -1.3067 -0.286
N -3.2793 3.2746 -1.0693 -0.280
S 4.5472 3.2456 -2.5101 0.576
C 4.0832 -3.3696 2.9824 -0.580
H -0.8035 6.4233 1.0989 0.092
O -1.1573 4.7274 -1.0505 -0.337
H 0.1621 -2.8018 -0.7084 0.131
H -1.9327 -3.3380 0.8616 0.082
C -3.3472 5.7437 -2.2297 -0.780
C -3.4048 -0.1322 -4.0878 -0.043
O 3.2637 5.4904 2.0829 -0.196
C 0.0891 -0.4030 -5.7009 -0.112
F -6.2817 -2.1815 -1.9015 0.102
C -0.2897 -1.1280 -6.9993 -0.048
H -0.8736 -1.9958 -6.8577 0.047
H 1.9609 3.8384 1.8497 0.116
H -1.9270 -1.6087 -4.6714 0.121
N -5.8145 -4.9362 -1.2906 -0.304
C 1.6876 5.1860 0.3031 -0.057
F -4.4756 5.3694 -2.6823 0.212
O -2.0196 3.6565 -3.0811 -0.271
O 2.9790 0.9978 5.2986 -0.296
F -8.1165 -6.6306 -0.3265 0.172
F -6.1837 3.5822 -0.3856 0.174
C 3.7015 4.9564 3.2983 -0.077
O -3.5770 4.6351 1.0460 -0.273
O 3.1739 -3.3489 -1.8136 -0.312
O -3.0754 -4.9664 4.9445 0.213
O 0.1906 3.0578 -4.9167 -0.178
H -4.0728 -0.9382 -3.9541 0.069
N 2.1473 -4.5964 -3.7076 -0.291
H -0.8081 -7.7117 6.3944 0.120
H -3.9053 -3.4975 7.3654 0.070
C -0.3890 2.4986 -6.0311 -0.248
H 3.2312 5.3555 4.2056 0.096
H 1.3854 8.6169 0.2390 0.152
H -2.2862 -3.7057 8.2968 0.112
H -2.2682 -6.9342 7.1151 0.089
H 0.6706 -5.6031 7.1707 0.146
C 2.0253 4.9460 1.7501 -0.212
H 0.3038 1.0351 -3.6551 0.082
C 4.4228 -5.5445 -2.6461 -0.665
H 0.5900 -1.5169 -7.4867 0.078
F 5.5379 -0.3840 6.1740 0.176
S 2.7790 -4.6757 -2.2256 0.634
H 1.3189 5.3779 2.4110 0.120
N 3.3877 -1.3281 4.3944 -0.313
C -0.2727 -4.7099 -4.6506 -0.725
F -7.8522 -8.1737 -1.7782 0.038
C -1.8924 -1.1596 -0.5134 0.011
H 0.4759 4.8473 -4.0061 0.069
O 0.6346 -2.5180 -3.5758 -0.315
H -0.8084 -0.4282 -7.6992 0.089
H 0.3528 -1.1096 -4.9694 0.050
H 2.1195 -1.4343 -1.1943 0.088
O 2.6960 1.2667 -5.2778 -0.284
C -2.3422 -0.6697 -4.9925 -0.141
H -3.8777 -2.8480 4.7457 0.081
H -0.6488 -2.9159 2.1840 0.080
H -2.1824 -7.2154 5.2513 0.094
S 3.0436 -0.4170 5.6350 0.609
F 4.1337 -2.7127 1.8321 0.151
C -0.7460 -2.6538 6.3075 -0.117
H 4.8493 7.7523 -1.3250 0.098
N 1.8185 6.6720 -0.1748 -0.225
C -0.1811 1.7111 0.3292 -0.017
C -5.5434 -2.5492 -0.8298 -0.678
H -1.5304 -0.3977 -1.2566 0.063
S -3.6349 3.3393 0.5100 0.567
H 2.3127 0.8209 -0.1756 0.117
H 0.8964 7.5381 -1.8139 0.101
O 1.5981 -3.2639 -5.7296 -0.281
F -2.6907 6.4607 -3.1315 0.141
C -1.5005 1.6232 -5.6916 -0.125
H 0.7013 4.8561 0.0293 0.086
O 3.9066 2.7495 -1.3361 -0.306
C -0.6851 0.5232 -3.6232 -0.020
C -0.8558 -1.4940 0.5905 -0.382
H -2.2339 2.1852 -5.1109 0.126
O -3.6792 -4.2037 -0.1202 -0.315
F -1.1782 -4.0970 -5.4287 0.115
H 0.2609 -4.6298 4.4193 0.043
H 2.1266 6.2117 -2.1975 0.108
F -5.8974 2.9610 1.6947 0.130
H 0.3604 2.0643 -6.6547 0.123
```

As for the net charge: -1. Its LUMO energy is -1.908 eV. The value obtained for the frontier orbital gap is 5.45 eV. The value obtained for the total energy is -10998.22886 Ha.


3.
C4H6O2 as an isolated structure, computed with the ωB97M-V functional and the def2-TZVPD basis.

The geometry in XYZ format:
```
12
Properties=species:S:1:pos:R:3:lowdin_charge:R:1
H -1.3415 -1.4007 0.3301 0.127
C 0.3819 -0.1260 -0.4711 -0.200
H -1.6562 -0.4433 -1.1605 0.123
C -1.0925 -0.4867 -0.2217 -0.161
H 0.7412 -0.7939 1.5858 0.141
O -1.2803 0.6937 0.5673 -0.110
C -0.1304 1.2739 -0.0627 -0.144
H 0.4712 1.8873 0.6156 0.125
H -0.4334 1.8778 -0.9317 0.124
O 2.3062 -1.2923 0.4025 0.065
H 0.7979 -0.2694 -1.4708 0.146
C 1.2306 -0.7780 0.5872 -0.236
```

As for the net charge: 0. Its LUMO energy is 0.969 eV. The value obtained for the frontier orbital gap is 10.72 eV. The value obtained for the total energy is -306.43189 Ha.


4.
C28H34Cl3GeN6O11PSTi as an isolated structure at a distorted geometry, computed with the ωB97M-V functional and the def2-TZVPD basis.

The geometry in XYZ format:
```
86
Properties=species:S:1:pos:R:3:mulliken_spin:R:1
H 3.1594 2.2364 -4.1239 0.000
O -0.3500 1.9239 1.2167 0.051
H 2.5448 4.5643 3.8999 0.001
H 0.9846 3.6324 2.2449 0.064
C 1.2076 1.5808 2.9078 0.002
N -1.2199 -4.1483 -0.1584 0.008
O 4.4139 2.4436 6.5507 0.094
C 2.0056 -0.6972 -0.6545 -0.005
C 1.8830 0.7490 3.8457 0.125
H 6.5368 -0.7517 -5.4310 0.000
H -3.2877 -6.2934 -2.5138 0.000
C 2.5759 0.9062 -2.5067 0.000
N -1.7668 0.5378 -0.0992 -0.057
H 1.3064 -4.1380 1.4534 0.007
C -1.4314 -5.3284 -2.1706 0.001
H -0.8122 4.3346 0.9234 -0.001
N -2.1114 2.8693 0.0940 0.002
C 2.9134 -0.1999 -1.7431 0.002
H 2.8219 -3.9832 1.9997 0.010
H 2.0109 -2.6312 3.7128 0.000
H 1.6475 1.4196 -2.2944 0.001
C 4.8977 -0.4487 -2.9909 0.000
C 4.5617 0.6593 -3.7483 0.000
C -2.6991 -5.6903 -1.8335 0.000
H -4.5966 -1.1088 -0.7662 -0.002
H -4.7863 4.5465 1.2881 0.000
O -3.2137 5.4499 0.3962 0.000
C 1.4709 2.9798 2.9558 0.156
Cl -2.1791 -4.1172 4.1135 0.113
H -3.9265 -1.0217 -4.1917 0.000
H -0.9795 -5.6286 -3.1047 0.000
H -4.4791 4.0210 -0.3866 0.000
H 3.2422 0.6411 5.4895 0.002
C -1.2746 4.0596 -0.0326 0.001
O 2.4805 -1.2244 0.3501 0.005
H -2.5593 4.9685 -1.5024 0.000
C 2.3376 3.5054 3.8703 -0.061
H -4.2314 -5.5811 -0.2674 0.000
Ti -0.7410 -1.2018 0.2987 1.190
H -2.3607 -1.8695 -4.1437 0.000
C 4.1017 -0.9057 -1.9750 0.000
O 5.5337 0.8904 -4.6914 0.000
C 2.7441 1.2699 4.7674 -0.046
H -4.2389 0.6256 -0.7138 0.002
H -2.0995 1.6800 -2.3580 0.000
O 0.7440 -0.5503 -0.8907 -0.010
H 1.6796 -0.3105 3.8393 0.059
C -1.8665 0.7490 -2.8700 0.001
C -0.6022 -4.5246 -1.3234 0.003
C 0.3130 1.0244 1.9754 0.058
C 2.9815 2.6570 4.7867 0.174
Cl -1.1577 -1.0171 4.9896 0.099
H -5.0257 -0.0888 -2.1570 0.000
N 3.8761 3.2039 5.7412 0.022
O 0.1203 -0.2388 1.8534 0.133
C 6.4992 -0.1446 -4.5223 0.000
C -2.1510 5.2031 -0.5097 0.001
H 4.3553 -1.7632 -1.3688 0.000
H 1.6970 -2.0184 2.2021 -0.062
H -3.7918 2.2249 1.1612 0.001
O 6.0993 -0.9579 -3.4274 0.000
S 0.9659 -4.0906 -1.6916 -0.002
H -0.7960 0.5524 -2.7789 0.000
H -2.1458 0.7989 -3.9226 0.000
C 3.4090 1.3694 -3.5280 0.000
O -0.5956 -3.2672 0.6570 -0.041
C -3.2424 -1.5953 -3.5630 0.000
Cl -2.7343 -1.5054 1.9977 0.102
N 1.4906 -2.7847 2.8553 0.244
C -4.0085 4.2892 0.5697 0.000
O -1.8662 -1.7185 -1.3885 0.018
C -3.1774 3.1212 1.0639 -0.002
C -3.2438 -5.2923 -0.5920 -0.001
C -1.4388 1.6388 0.3374 0.050
C -4.2974 -0.2433 -1.3604 0.004
H -1.5768 6.1270 -0.5736 0.000
N 1.8552 -4.0618 2.3103 0.014
O 4.0214 4.4293 5.7812 0.093
H -0.4786 3.8679 -0.7546 0.001
P -2.6999 -0.6547 -2.0955 0.004
C -2.4670 -4.5200 0.2137 0.002
H -3.7287 -2.5164 -3.2405 0.000
H -2.7575 3.3628 2.0521 0.001
H -2.7691 -4.1624 1.1856 0.000
Ge -0.9969 -2.4219 3.3121 0.371
H 7.4710 0.3033 -4.3027 0.000
```

As for the spin multiplicity: 4. As for the net charge: -1. Its LUMO energy (alpha / beta) is 2.069 / 0.216 eV. The value obtained for the frontier orbital gap (alpha / beta) is 5.49 / 5.46 eV. The value obtained for the total energy is -7290.26156 Ha.


- What is the net charge in the first record?
  0